{
  "formula": "C36H41EuF3N9O9P3",
  "method": "ωB97M-V/def2-TZVPD",
  "e_above_lowest_kcal_mol": 24.9,
  "spin_multiplicity": 8,
  "total_charge": -2,
  "orbital_gap_ev": [6.22, 6.83],
  "symbols": ["Eu", "C", "O", "C", "C", "C", "C", "C", "C", "N", "N", "C", "O", "C", "C", "C", "C", "C", "C", "C", "O", "H", "H", "H", "H", "H", "H", "H", "H", "H", "H", "H", "H", "N", "C", "C", "P", "O", "O", "O", "P", "O", "O", "O", "H", "H", "H", "H", "H", "H", "H", "H", "F", "C", "F", "F", "C", "C", "C", "C", "C", "C", "C", "C", "H", "H", "H", "H", "C", "N", "C", "N", "C", "N", "C", "P", "C", "C", "H", "H", "H", "H", "H", "H", "H", "H", "H", "H", "H", "H", "N", "C", "C", "N", "C", "C", "N", "H", "H", "H", "H", "H"],
  "xyz": [[0.4764, -0.1293, -0.6485], [4.8362, -0.1079, -2.8879], [5.4671, 0.4000, -1.7290], [5.3297, -0.3477, -0.5865], [6.4913, -0.6834, 0.0691], [6.5233, -1.2417, 1.3344], [5.2883, -1.6293, 1.8156], [4.0683, -1.3860, 1.0949], [2.9488, -1.9804, 1.7241], [1.7634, -1.7361, 1.4220], [0.8103, -2.3615, 2.2059], [-0.3965, -1.8628, 2.0674], [-0.8287, -0.9651, 1.2288], [-1.4222, -2.4832, 2.9620], [-1.0708, -3.4108, 3.9185], [-1.9971, -3.8220, 4.8802], [-3.2808, -3.3100, 4.8875], [-3.6526, -2.4764, 3.8192], [-2.7612, -2.0662, 2.8782], [4.0157, -0.6300, -0.0935], [2.9408, -0.2672, -0.7619], [5.5650, 0.1648, -3.6455], [3.8312, 0.3361, -3.0401], [4.5832, -1.1515, -2.7003], [7.4041, -0.4621, -0.4557], [7.4651, -1.3471, 1.9122], [5.2359, -2.0291, 2.8033], [3.0843, -2.6820, 2.5408], [-0.0044, -3.6448, 4.0888], [-1.6016, -4.5415, 5.6182], [-4.0217, -3.5030, 5.6992], [-4.6651, -2.1039, 3.7987], [-3.0538, -1.5001, 2.0380], [-0.2337, 3.8617, -5.6620], [-0.1083, 3.9895, -4.1951], [1.4207, 4.1174, -3.7972], [-0.6710, 2.4890, -3.3816], [-0.2965, 2.3301, -1.9532], [-2.2664, 2.3679, -3.8594], [-0.0138, 1.4025, -4.3040], [-1.0845, 5.4455, -3.5144], [-2.2251, 4.8127, -2.8430], [-1.2554, 6.5634, -4.5219], [-0.0959, 6.0211, -2.2943], [-0.0388, 4.8350, -6.0023], [-1.2294, 3.6460, -5.8876], [0.0654, 0.5666, -3.8782], [1.9958, 3.2283, -4.1272], [1.3629, 4.2155, -2.7611], [1.7664, 5.0990, -4.1600], [-0.2641, 5.4059, -1.5565], [-2.8819, 2.9900, -3.4178], [-4.5776, -8.8680, -1.9712], [-4.5794, -7.9738, -0.9967], [-4.1916, -8.6116, 0.1684], [-5.8590, -7.5561, -0.7934], [-3.7164, -6.7800, -1.2934], [-3.0772, -6.6500, -2.5002], [-2.3562, -5.4705, -2.7318], [-2.2769, -4.4255, -1.7923], [-2.8926, -4.6522, -0.5221], [-3.5619, -5.8124, -0.3094], [-1.5136, -3.2673, -2.0069], [-0.7916, -2.2627, -2.0433], [-3.0992, -7.4662, -3.2404], [-1.7957, -5.4268, -3.6799], [-2.7879, -3.9789, 0.3202], [-4.0145, -5.9894, 0.6939], [0.8991, 4.2912, 3.4503], [0.9947, 2.9047, 3.9032], [2.3771, 2.5600, 4.2573], [3.3328, 2.8584, 3.1581], [3.1722, 4.2711, 2.6897], [1.7902, 4.6164, 2.3626], [1.3358, 3.9011, 1.1093], [1.3994, 2.0635, 1.3122], [0.3646, 2.0591, 2.8732], [3.1305, 1.9071, 2.0380], [1.1010, 4.8570, 4.3697], [-0.1196, 4.3811, 3.0998], [2.4745, 1.5229, 4.4308], [2.6769, 3.1445, 5.1059], [3.8404, 4.3088, 1.8629], [3.5934, 4.9692, 3.4414], [1.8679, 4.3100, 0.2952], [0.2810, 4.1492, 0.9643], [0.2610, 1.0642, 3.3015], [-0.6223, 2.4063, 2.6826], [3.9146, 1.9888, 1.2760], [3.1320, 0.8864, 2.4018], [-4.4460, -1.0997, -1.9295], [-4.0055, -0.0140, -1.2976], [-2.7282, -0.0919, -0.7435], [-2.1282, 0.9598, -0.3123], [-2.8195, 2.1230, -0.4763], [-4.1385, 2.1657, -0.9360], [-4.7736, 1.0595, -1.3638], [-3.8325, -1.7437, -2.3834], [-5.4244, -1.1290, -2.2885], [-2.2203, -1.0261, -0.7337], [-2.2764, 2.9912, -0.2801], [-4.6309, 3.1499, -1.0837]],
  "forces_ev_per_a": [[0.217, -0.457, 0.247], [-0.964, 0.404, 0.619], [0.190, 0.220, 0.465], [-0.368, 0.463, -0.070], [0.425, 0.501, -0.556], [-0.225, -0.379, 0.545], [-0.099, 0.887, -0.891], [1.787, -0.451, 0.951], [-0.052, -0.579, 0.818], [-2.788, 1.116, -1.110], [-0.162, 0.210, 0.402], [-0.141, 0.198, -1.462], [0.891, -0.871, 1.142], [-0.170, 0.241, -0.185], [0.612, 0.263, 1.119], [0.664, -0.592, 0.368], [-0.649, 0.017, 0.109], [-0.758, -0.259, 1.259], [1.225, -0.874, -0.094], [-0.307, 0.069, -1.008], [1.044, -0.328, 0.884], [-0.399, -0.636, -0.693], [0.692, 0.241, -0.112], [0.578, -0.344, -0.682], [0.293, 0.296, -0.098], [-0.797, -0.081, -0.527], [-0.296, -0.516, 0.488], [0.403, -0.161, 0.307], [-0.770, -0.108, -0.556], [-0.614, 0.503, -0.129], [0.773, -0.090, -0.775], [-0.211, 0.038, -0.114], [-0.237, 0.915, -0.642], [-0.607, 0.870, -0.219], [1.448, 0.507, 0.009], [-1.375, 0.087, -1.747], [-2.457, 1.207, -0.769], [-0.075, -0.288, -0.222], [1.559, -0.717, 0.809], [0.134, 0.116, -0.860], [1.303, 2.210, -0.951], [-1.929, -0.790, 1.044], [0.602, -1.518, 0.827], [-0.493, -0.627, -0.224], [-0.556, -1.151, 0.166], [1.017, 0.436, 0.136], [0.051, -1.373, 0.442], [-0.202, 0.757, 0.077], [0.653, -0.130, 1.795], [0.248, -0.590, -0.206], [0.118, 0.411, -0.210], [0.907, 0.177, 0.023], [-0.230, -0.615, -0.233], [0.608, 1.222, 1.130], [-0.483, 0.222, -0.897], [0.074, -0.621, 0.011], [-0.191, -0.862, 0.276], [0.403, 0.390, -0.414], [0.201, -0.421, -0.726], [-0.330, -1.124, 0.628], [0.624, 0.307, -0.713], [-1.211, -0.647, 1.423], [0.872, 1.267, -0.175], [-0.186, -0.222, -0.157], [-0.027, 0.626, 0.364], [-0.315, 0.381, 0.592], [0.147, 0.319, -0.335], [0.338, 0.128, -0.889], [0.626, -0.833, 0.990], [-0.619, -0.134, 0.251], [-0.197, 1.229, -2.279], [0.057, 0.226, 0.204], [-0.269, -1.206, 1.253], [0.239, 0.227, -1.079], [-0.477, 0.153, 2.055], [0.021, -0.105, -0.606], [2.241, -0.712, 0.795], [-1.072, 0.591, 0.421], [0.005, 0.623, -0.497], [-0.285, 0.667, 0.128], [-0.132, -1.191, 0.570], [0.064, 0.287, 0.609], [0.169, 0.499, -1.128], [-0.507, -0.402, -0.055], [0.759, 0.144, -1.071], [-0.009, 0.094, -0.097], [0.065, -0.339, -0.342], [-0.849, 0.368, -0.354], [-0.268, 0.104, 0.077], [0.397, -0.254, 0.240], [-2.928, -2.243, -1.225], [-0.479, 0.284, -0.912], [-0.480, -0.130, 0.106], [-0.045, 1.962, -0.103], [-0.977, -1.092, -0.029], [0.867, 0.553, 0.078], [0.562, 0.770, 0.600], [0.604, -0.233, 0.208], [1.503, 0.434, 0.509], [0.163, -0.701, 0.224], [0.577, 1.374, 0.340], [0.249, -0.816, 0.301]]
}